Record 1
# C8H15NO

One molecule with the formula C8H15NO (the ωB97M-V functional and the def2-TZVPD basis, the OMol25 dataset).

Each line ends with the Mulliken charge.
Element x y z (Å)
C: -1.68 -1.09 1.04  -1.953
C: -0.41 -1.01 0.22  1.544
C: 0.01 -2.34 -0.37  -1.388
C: 0.60 -0.10 0.62  0.293
C: 0.80 0.44 2.00  -1.433
C: 1.49 0.39 -0.48  -0.953
N: 0.32 1.09 -0.98  0.194
C: 0.23 2.53 -1.12  -0.935
C: -0.72 0.16 -1.51  -0.145
O: -0.52 -0.46 -2.56  -0.629
H: -2.46 -1.58 0.44  0.434
H: -2.05 -0.09 1.31  0.445
H: -1.56 -1.67 1.96  0.407
H: 0.99 -2.30 -0.83  0.303
H: 0.02 -3.11 0.41  0.400
H: -0.70 -2.63 -1.14  0.345
H: -0.11 0.45 2.59  0.336
H: 1.23 1.45 1.99  0.391
H: 1.51 -0.21 2.52  0.318
H: 1.87 -0.36 -1.17  0.226
H: 2.26 1.09 -0.15  0.452
H: -0.74 2.85 -0.75  0.301
H: 1.01 3.07 -0.56  0.327
H: 0.31 2.81 -2.18  0.326
H: -1.71 0.63 -1.32  0.392

Summary:
- total charge = 0
- SMILES = CC(C)=C(C)CN(C)C=O
- energy above the lowest of the compared OMol25 structures with the same formula, charge and spin (kcal/mol) = 96.62
- HOMO-LUMO gap (alpha / beta) (eV) = 7.638 / 7.637
- HOMO level (alpha / beta) (eV) = -7.3 / -7.3


Record 2
# C8H15NO10VZr

C8H15NO10VZr as an isolated structure (the ωB97M-V functional and the def2-TZVPD basis, the OMol25 dataset).

Each line ends with the Mulliken charge.
Element x y z (Å)
O: -4.21 2.40 -2.14  -0.534
V: -3.17 1.50 -2.98  1.545
O: -3.85 0.10 -2.98  -0.533
Zr: 0.22 0.14 -0.89  1.412
C: 1.77 0.38 -3.37  0.799
O: 1.78 -0.22 -4.46  -0.519
O: 2.03 -0.03 -2.13  -0.763
O: 0.43 0.46 -3.10  -0.747
C: -1.20 2.28 -0.52  0.611
O: -0.86 1.53 0.50  -0.510
O: -1.69 1.40 -1.38  -0.122
O: 0.03 2.36 -1.02  -0.435
C: -3.49 -0.95 0.44  -0.773
O: -2.08 -1.13 0.36  -0.160
C: -1.57 -1.72 1.58  -0.634
C: -0.07 -2.04 1.54  -0.916
N: 0.69 -0.82 1.17  -0.059
C: 2.10 -1.24 1.03  -0.589
C: 2.98 -0.04 0.66  -0.634
O: 2.09 1.02 0.34  0.135
C: 2.61 2.33 0.58  -0.913
H: -4.00 -1.90 0.65  0.364
H: -3.79 -0.57 -0.53  0.150
H: -3.76 -0.26 1.23  0.340
H: -2.14 -2.63 1.80  0.508
H: -1.75 -0.97 2.35  0.429
H: 0.07 -2.85 0.82  0.392
H: 0.28 -2.43 2.50  0.407
H: 0.57 -0.29 2.03  0.155
H: 2.22 -2.09 0.36  0.351
H: 2.45 -1.57 2.02  0.519
H: 3.63 -0.32 -0.18  0.202
H: 3.62 0.16 1.51  0.590
H: 3.00 2.28 1.60  0.397
H: 1.76 3.00 0.76  0.265
H: 3.29 2.75 -0.15  0.270

Summary:
- total charge = +1
- HOMO-LUMO gap (eV) = 5.641
- HOMO level (eV) = -11.4


Record 3
# C8H15NO2S2

One molecule with the formula C8H15NO2S2 (the ωB97M-V functional and the def2-TZVPD basis, the OMol25 dataset).

Each line ends with the Mulliken charge.
Element x y z (Å)
O: 3.78 -0.47 1.06  -0.598
C: 2.95 -1.34 0.90  0.497
C: 1.87 -1.37 -0.05  -0.549
C: 1.65 0.03 -0.85  -0.631
C: 1.30 1.19 -0.01  -1.013
C: 0.03 1.05 0.86  -0.673
C: -1.09 0.50 0.04  0.185
C: -2.47 0.44 0.76  -0.681
C: -3.64 0.95 -0.13  -0.565
S: -3.13 0.80 -1.89  -0.167
S: -1.36 1.69 -1.44  -0.104
N: 3.09 -2.46 1.79  -0.263
O: 1.90 -3.23 2.12  -0.446
H: 2.28 -2.21 -0.72  0.344
H: 0.97 -1.63 0.49  0.338
H: 2.54 0.23 -1.39  0.500
H: 0.80 0.02 -1.61  0.252
H: 2.06 1.41 0.69  0.468
H: 1.15 2.03 -0.67  0.470
H: 0.49 0.29 1.52  0.228
H: -0.28 2.10 1.24  0.291
H: -0.81 -0.49 -0.43  0.261
H: -2.46 1.12 1.65  0.268
H: -2.61 -0.66 1.16  0.261
H: -3.93 2.09 -0.17  0.311
H: -4.55 0.30 -0.05  0.370
H: 3.38 -2.16 2.79  0.312
H: 2.01 -4.18 1.83  0.336

Summary:
- total charge = 0
- SMILES = O=C(CCCC[C@H]1CCSS1)NO
- energy above the lowest of the compared OMol25 structures with the same formula, charge and spin (kcal/mol) = 33.12
- HOMO-LUMO gap (eV) = 8.849
- HOMO level (eV) = -8.3


Record 4
# C8H15NO2Si

One molecule with the formula C8H15NO2Si (the ωB97M-V functional and the def2-TZVPD basis, the OMol25 dataset).

Each line ends with the Mulliken charge.
Element x y z (Å)
C: -1.73 -0.04 -0.79  0.587
C: -0.68 -3.15 0.84  -0.855
C: -1.43 -2.22 0.17  -0.015
C: -0.78 1.59 0.67  0.535
C: 0.57 1.05 0.82  -0.652
C: -1.66 1.40 1.91  -1.126
C: 1.22 1.39 -2.23  -0.990
C: 2.42 -0.94 -0.57  -1.016
N: -1.09 -0.92 0.00  -0.045
O: -2.55 -0.35 -1.64  -0.626
O: -1.57 1.26 -0.51  -0.384
Si: 1.86 0.92 -0.48  0.350
H: -1.18 -3.98 1.28  0.370
H: -0.06 -2.83 1.67  0.290
H: -2.28 -2.69 -0.41  0.313
H: -0.50 2.63 0.50  0.394
H: 0.83 0.79 1.87  0.311
H: -1.02 1.72 2.75  0.395
H: -1.96 0.32 1.86  0.236
H: -2.64 1.92 1.84  0.321
H: 0.84 2.36 -2.31  0.353
H: 2.13 1.24 -2.83  0.320
H: 0.48 0.59 -2.42  0.246
H: 2.54 -1.13 0.39  0.348
H: 1.71 -1.65 -1.05  0.276
H: 3.43 -0.99 -1.13  0.285
H: 3.11 1.72 -0.22  -0.219

Summary:
- total charge = 0
- energy above the lowest of the compared OMol25 structures with the same formula, charge and spin (kcal/mol) = 100.78
- HOMO-LUMO gap (alpha / beta) (eV) = 10.019 / 5.433
- HOMO level (alpha / beta) (eV) = -10.1 / -8.1


Record 5
# C8H15NO4S2

A 3-piece molecular cluster, C8H15NO4S2 overall (the ωB97M-V functional and the def2-TZVPD basis, the OMol25 dataset).

Each line ends with the Mulliken charge.
Element x y z (Å)
C: -2.94 -1.94 -0.29  0.595
C: 3.06 0.32 1.22  -0.688
C: 2.42 1.36 0.36  -1.019
C: 2.91 -1.03 0.45  -0.701
C: 0.98 0.84 -0.26  -0.721
C: 1.55 -1.57 -0.08  -0.424
C: 1.15 -0.45 -1.01  -0.119
C: -2.47 1.73 0.29  -0.800
N: -4.00 -2.45 0.03  -0.554
O: -0.64 0.63 -2.65  -0.478
O: -2.22 -1.23 -0.85  -0.273
O: -4.13 0.12 1.39  -0.579
O: -4.68 0.86 -0.94  -0.557
S: -0.28 -0.74 -2.34  0.316
S: -3.70 0.41 0.00  0.917
H: 4.06 0.52 1.40  0.405
H: 2.57 0.32 2.18  0.300
H: 2.18 2.29 0.94  0.365
H: 3.04 1.65 -0.41  0.436
H: 3.53 -1.11 -0.39  0.372
H: 3.26 -1.85 1.25  0.264
H: 0.33 0.70 0.50  0.242
H: 0.65 1.69 -0.84  0.451
H: 1.86 -2.51 -0.55  0.309
H: 0.74 -1.60 0.70  0.296
H: 1.83 -0.29 -1.79  0.386
H: -1.91 1.82 -0.64  0.206
H: -2.82 2.69 0.46  0.526
H: -1.82 1.25 0.97  0.204
H: -4.49 -2.44 0.91  0.322

Summary:
- total charge = 0
- energy above the lowest of the compared OMol25 structures with the same formula, charge and spin (kcal/mol) = 90.49
- HOMO-LUMO gap (alpha / beta) (eV) = 8.624 / 6.647
- HOMO level (alpha / beta) (eV) = -8.9 / -8.1


Record 6
# C8H15NOS

C8H15NOS as an isolated structure (the ωB97M-V functional and the def2-TZVPD basis, the OMol25 dataset).

Each line ends with the Mulliken charge.
Element x y z (Å)
C: -0.98 2.46 0.95  -0.677
C: -1.35 1.84 -0.18  -0.074
C: 1.03 -0.42 -0.69  -0.364
C: 0.97 -2.60 0.93  -1.276
C: 2.38 1.52 -0.83  -0.957
C: -2.44 0.82 -0.31  -0.771
C: -1.07 -1.99 -0.33  -0.937
C: -0.03 -1.54 0.55  0.210
N: 1.59 0.53 -0.06  0.503
O: 1.39 0.75 1.17  -0.658
S: -1.97 -0.69 -1.32  -0.186
H: -0.23 3.21 0.99  0.250
H: -1.47 2.21 1.90  0.229
H: -0.90 2.04 -1.12  0.343
H: 1.27 -0.84 -1.66  0.350
H: 0.48 -3.49 1.31  0.388
H: 1.79 -2.17 1.49  0.332
H: 1.31 -2.86 -0.08  0.327
H: 2.91 2.12 -0.08  0.284
H: 2.93 1.02 -1.51  0.427
H: 1.55 2.21 -1.17  0.253
H: -3.30 1.38 -0.93  0.289
H: -2.81 0.41 0.52  0.480
H: -0.75 -2.61 -1.10  0.358
H: -1.88 -2.47 0.19  0.524
H: -0.40 -0.86 1.35  0.353

Summary:
- total charge = 0
- energy above the lowest of the compared OMol25 structures with the same formula, charge and spin (kcal/mol) = 145.51
- HOMO-LUMO gap (eV) = 8.897
- HOMO level (eV) = -8.1


Record 7
# C8H15NSi

A 2-piece molecular cluster, C8H15NSi overall (the ωB97M-V functional and the def2-TZVPD basis, the OMol25 dataset).

Each line ends with the Mulliken charge.
Element x y z (Å)
C: -2.46 1.04 -1.44  -0.625
C: 2.43 -0.46 -2.17  -0.846
C: -0.07 -2.93 0.35  -0.650
C: -1.17 1.01 -1.48  -0.055
C: 1.70 0.16 -1.24  -0.176
C: -0.62 -2.15 -0.61  -0.271
C: 1.23 1.15 1.66  -0.879
C: -1.02 0.79 2.25  -0.869
N: 0.14 0.17 1.77  -0.326
Si: -0.12 -0.36 -0.84  0.490
H: -3.01 1.70 -2.05  0.287
H: -2.99 0.28 -0.93  0.246
H: 3.32 -0.02 -2.46  0.311
H: 2.07 -1.29 -2.76  0.242
H: -0.41 -3.94 0.51  0.283
H: 0.73 -2.65 1.05  0.236
H: -0.69 1.84 -2.15  0.201
H: 2.26 1.02 -0.87  0.374
H: -1.62 -2.55 -0.76  0.324
H: 2.11 0.60 1.17  0.126
H: 0.71 1.92 1.02  0.339
H: 1.60 1.57 2.56  0.391
H: -1.95 0.18 2.29  0.269
H: -0.84 1.06 3.30  0.350
H: -1.31 1.88 1.85  0.228

Summary:
- total charge = 0
- energy above the lowest of the compared OMol25 structures with the same formula, charge and spin (kcal/mol) = 147.28
- HOMO-LUMO gap (alpha / beta) (eV) = 6.669 / 6.673
- HOMO level (alpha / beta) (eV) = -6.9 / -6.9


Record 8
# C8H15O5Pb

C8H15O5Pb as an isolated structure (the ωB97M-V functional and the def2-TZVPD basis, the OMol25 dataset).

Each line ends with the Mulliken spin population.
Element x y z (Å)
C: -3.09 -1.21 -1.26  0.000
O: -3.12 -0.44 -0.29  0.003
C: -2.68 -0.86 1.05  0.006
C: -2.08 0.34 1.74  0.002
O: -0.82 0.70 1.15  -0.015
C: -0.78 1.95 0.44  0.154
C: 0.07 1.81 -0.81  0.480
O: 0.41 2.73 -1.48  0.290
H: -2.63 -2.21 -1.18  0.000
H: -3.39 -0.79 -2.23  -0.001
H: -1.98 -1.69 0.94  0.000
H: -3.59 -1.18 1.57  0.000
H: -2.76 1.20 1.72  -0.006
H: -1.90 0.06 2.78  0.000
H: -0.37 2.73 1.10  0.012
H: -1.79 2.23 0.12  -0.014
O: 2.42 1.14 0.99  0.008
C: 3.31 0.70 0.01  -0.005
C: 3.24 -0.81 -0.17  0.001
O: 1.85 -1.24 -0.13  -0.001
C: 1.16 -1.19 -1.37  0.099
Pb: 1.10 -0.16 1.54  0.023
H: 4.36 0.96 0.23  0.000
H: 3.04 1.17 -0.95  0.003
H: 3.74 -1.33 0.66  0.000
H: 3.68 -1.15 -1.12  0.000
H: 1.72 -1.89 -2.01  0.002
H: 0.18 -1.59 -1.64  -0.005
H: 0.69 0.03 -1.41  -0.035

Summary:
- total charge = +2
- energy above the lowest of the compared OMol25 structures with the same formula, charge and spin (kcal/mol) = 26.56
- ⟨S²⟩ = 0.75
- HOMO-LUMO gap (alpha / beta) (eV) = 5.689 / 6.417
- spin multiplicity = 2
- HOMO level (alpha / beta) (eV) = -15.4 / -16.1


| no. | total energy (Eh) |
| --- | --- |
| 1 | -443.687202 |
| 2 | -2111.539167 |
| 3 | -1315.340359 |
| 4 | -808.387121 |
| 5 | -1465.722141 |
| 6 | -841.790997 |
| 7 | -657.848340 |
| 8 | -881.980276 |